[1]
The following is a DFT calculation (wB97M-V/def2-TZVPD) of a structure of composition C21H36N4SiTeTi.

The geometry in XYZ format:
```
64
C21H36N4SiTeTi | the Open Molecules 2025 dataset | wB97M-V/def2-TZVPD
Ti 0.28558 0.12165 -0.33719
C 3.88703 -1.60039 -0.45344
C 3.49537 -0.53004 -1.43089
C 4.42410 0.10312 -2.22039
C 3.97223 1.08432 -3.11732
C 2.64437 1.38694 -3.20768
C 1.71555 0.68634 -2.38706
N 2.17861 -0.25591 -1.51243
N 0.38590 0.86694 -2.33317
Si -0.49327 2.05727 -3.24274
C 0.09855 3.80636 -2.89545
C -0.40015 1.69628 -5.08524
C -2.29734 1.97364 -2.73608
H 3.59565 -1.32186 0.56056
H 4.96124 -1.77518 -0.46209
H 3.38798 -2.54018 -0.70008
H 5.47059 -0.15431 -2.14475
H 4.68679 1.60786 -3.74109
H 2.29598 2.15155 -3.88595
H 1.02915 4.05148 -3.40984
H 0.25859 3.95010 -1.82472
H -0.65453 4.52934 -3.21948
H 0.62610 1.67696 -5.45524
H -0.94040 2.45956 -5.65161
H -0.85007 0.72862 -5.31612
H -2.43505 2.26394 -1.69177
H -2.73635 0.98639 -2.90435
H -2.86527 2.68013 -3.34721
N -1.99058 -0.11556 -0.09377
C -2.71588 -1.33423 0.30718
C -2.02536 -2.60310 -0.16748
C -0.77066 -2.93672 0.62295
N 0.38509 -2.10977 0.21778
H -2.20768 0.65213 0.53713
H -2.32552 0.19306 -1.00359
H -3.74322 -1.30868 -0.06779
H -2.76849 -1.34394 1.39795
H -1.79291 -2.52958 -1.23600
H -2.72459 -3.43636 -0.06143
H -0.52954 -3.99864 0.51915
H -0.94855 -2.74042 1.68224
H 0.79291 -2.49062 -0.63437
H 1.11724 -2.18989 0.91991
C -1.21443 -2.64286 4.94663
C -0.92582 -1.41972 4.11965
C 0.33857 -1.17393 3.60608
C 0.62141 -0.03582 2.84986
C 2.04971 0.20420 2.43488
C -0.39723 0.88971 2.56099
Te -0.03739 2.55094 1.27761
C -1.67085 0.67576 3.12503
C -2.78162 1.67952 2.98145
C -1.91026 -0.46906 3.87970
H -0.42349 -3.38631 4.84397
H -2.15553 -3.10906 4.64889
H -1.29827 -2.39536 6.00683
H 1.14204 -1.87249 3.82333
H 2.70404 -0.56576 2.84700
H 2.37928 1.18690 2.77640
H 2.19041 0.22645 1.34794
H -3.04338 1.88044 1.94014
H -2.47249 2.64716 3.38227
H -3.67489 1.34698 3.51006
H -2.89894 -0.61632 4.30421
```

Summary:
2S+1: 3
HOMO-LUMO gap (spin up / spin down) (eV): 6.1 / 7.1
E_LUMO (spin up / spin down) (Ha): 0.0108 / 0.0096
Energy (eV): -66611.6327
ΔE to the lowest compared entry with this formula, charge and spin (kJ/mol): 0.0

Atom charges from the natural (NBO) analysis, given in e for atoms 1 to 5: 1.13, -0.63, 0.26, -0.33, -0.12

[2]
The following is a DFT calculation (wB97M-V/def2-TZVPD) of a structure of composition C21H36N6O5PRe at a distorted geometry.

The geometry in XYZ format:
```
70
C21H36N6O5PRe | the Open Molecules 2025 dataset | wB97M-V/def2-TZVPD
Re 0.32547 -0.79178 0.30826
C 2.44447 -1.25857 2.59724
C 1.11264 -0.97749 3.25633
N -0.00275 -1.45331 2.37684
C -0.22743 -2.93700 2.38877
C 0.76145 -3.66887 1.50693
N 0.91618 -2.93901 0.20869
C 2.30528 -2.97663 -0.34103
C 3.17020 -1.86231 0.27931
N 2.35445 -0.93880 1.13448
H 2.74276 -2.29431 2.71930
H 3.22427 -0.65508 3.06118
H 0.96435 0.09328 3.38480
H 1.05671 -1.45412 4.23639
H -0.85147 -1.05589 2.76995
H -1.23842 -3.09970 2.00986
H -0.19037 -3.31796 3.41051
H 0.39409 -4.67868 1.32621
H 1.73673 -3.77397 1.97075
H 0.31040 -3.40045 -0.46827
H 2.22715 -2.83005 -1.41540
H 2.74255 -3.96111 -0.17562
H 3.61562 -1.27159 -0.51899
H 3.98744 -2.26894 0.87287
H 2.73509 -0.01065 0.99747
O 0.62989 -0.75453 -1.65888
N -0.38387 -0.81796 -2.50645
N -1.46178 -1.02645 -1.91677
O -1.46561 -1.17111 -0.58991
C -2.72448 -1.10956 -2.61994
C -3.89258 -0.99694 -1.88001
C -5.09830 -1.02220 -2.56041
C -5.11640 -1.16601 -3.94214
C -3.92993 -1.29652 -4.65635
C -2.71266 -1.26781 -4.00085
H -3.86046 -0.89093 -0.80659
H -6.02552 -0.93170 -2.01168
H -6.06192 -1.18480 -4.46728
H -3.95309 -1.43285 -5.72869
H -1.78604 -1.38488 -4.54447
C 4.11897 4.55152 -1.40310
C 3.28217 3.37547 -1.02060
C 3.10521 2.28505 -1.86794
C 2.33345 1.20899 -1.47882
N 1.72116 1.15231 -0.27999
C 1.89057 2.20649 0.55012
C 2.64854 3.30463 0.22170
H 4.33216 4.56584 -2.46921
H 5.07155 4.51234 -0.86859
H 3.63291 5.48539 -1.12170
H 3.57049 2.26710 -2.84483
H 2.20180 0.37221 -2.14215
H 1.40387 2.15349 1.51168
H 2.74761 4.11162 0.93668
C -1.15638 2.84708 2.93916
O -0.54444 1.67878 2.28146
P -1.02048 1.18554 0.86214
O -2.57310 0.93459 0.94196
C -3.18991 -0.03533 1.81522
O -0.92121 2.42159 -0.07938
C -1.73261 2.70936 -1.26135
H -2.23080 2.70364 3.01721
H -0.93250 3.73898 2.36005
H -0.70618 2.90560 3.92332
H -4.25102 0.19125 1.82885
H -2.80027 0.06113 2.83061
H -3.03457 -1.04092 1.42339
H -1.76108 3.78957 -1.34900
H -2.73662 2.31575 -1.13101
H -1.24341 2.27819 -2.13231
```

Summary:
Charge: +3
2S+1: 2
HOMO-LUMO gap (spin up / spin down) (eV): 6.9 / 6.7
E_LUMO (spin up / spin down) (Ha): -0.3727 / -0.3837
Energy (eV): -52932.0172
ΔE to the lowest compared entry with this formula, charge and spin (kJ/mol): 91.3

Atom charges from the natural (NBO) analysis, given in e for atoms 1 to 5: 1.19, -0.25, -0.25, -0.61, -0.25

[3]
The following is a DFT calculation (wB97M-V/def2-TZVPD) of a cluster of 7 separate species, C21H36N8O5S in total at a distorted geometry.

The geometry in XYZ format:
```
71
C21H36N8O5S | the Open Molecules 2025 dataset | wB97M-V/def2-TZVPD
C 2.81280 -2.47856 -0.34427
C 1.98401 -1.88811 -1.45497
O 0.99233 -2.47106 -1.92918
N 2.30705 -0.57294 -1.89503
C 1.43321 0.41173 -1.22164
C 1.93062 1.81424 -1.53098
C 0.96765 2.96288 -1.14775
C 0.23992 2.82173 0.18657
O -0.98986 2.08832 -0.04585
S -2.18101 2.26346 1.02558
O -1.98408 1.27758 2.07007
O -3.30362 1.69240 -0.00995
C -3.03321 0.96759 -1.21993
C -4.36759 0.50394 -1.79561
C -5.01832 -0.57497 -0.95501
N -4.66064 -1.87063 -1.29207
O -5.82942 -0.33941 -0.06210
H 2.22296 -3.27450 0.11249
H 3.75365 -2.88543 -0.72489
H 3.05119 -1.71440 0.40014
H 3.28411 -0.38007 -1.69333
H 0.41414 0.27253 -1.59869
H 1.41127 0.25008 -0.13596
H 2.89880 1.96885 -1.04279
H 2.10964 1.86340 -2.61105
H 0.19335 3.04931 -1.92382
H 1.51246 3.91173 -1.14093
H 0.83182 2.26937 0.92591
H -0.00526 3.79495 0.62562
H -2.52336 1.62822 -1.92825
H -2.36665 0.12107 -1.01550
H -4.17153 0.12443 -2.80508
H -5.05759 1.34871 -1.86308
H -3.78612 -1.97442 -1.78796
H -4.74100 -2.53269 -0.53528
C 6.61216 -0.81320 -3.76704
C 6.02432 -0.98388 -2.44593
N 5.54263 -1.11895 -1.41330
H 7.16112 0.12540 -3.80794
H 7.29182 -1.63652 -3.97735
H 5.82275 -0.79958 -4.51617
C -0.86744 -3.35664 0.92562
C 0.23683 -3.69669 1.80441
N 1.14929 -3.98138 2.44007
H -1.80140 -3.71817 1.35311
H -0.92348 -2.27650 0.83568
H -0.68980 -3.80353 -0.05294
C -8.56297 -1.20777 1.48100
C -8.97659 -2.57667 1.75387
N -9.29262 -3.65840 1.97010
H -9.20354 -0.76759 0.71880
H -8.63732 -0.60819 2.38685
H -7.53480 -1.17784 1.12421
C 0.93130 -3.15725 5.82708
C 1.50765 -2.01652 6.52568
N 1.96166 -1.11770 7.07584
H 1.28239 -3.18817 4.79672
H 1.22195 -4.08160 6.32287
H -0.15450 -3.08160 5.82232
C 5.71849 -0.16580 2.30082
C 4.53280 0.38491 1.66328
N 3.60914 0.81953 1.14096
H 6.07213 -1.01672 1.72079
H 6.49909 0.59110 2.34306
H 5.47749 -0.49006 3.31141
C -0.89101 6.33584 -2.62812
C 0.55835 6.18650 -2.61962
N 1.69674 6.05391 -2.60320
H -1.20549 6.84524 -3.53682
H -1.36250 5.35517 -2.58802
H -1.20821 6.91854 -1.76542
```

Summary:
HOMO-LUMO gap (eV): 9.6
E_LUMO (Ha): 0.0088
Energy (eV): -55352.5587

Atom charges from the Mulliken analysis, given in e for atoms 1 to 5: -0.82, 0.42, -0.62, -0.24, -0.34

[4]
The following is a DFT calculation (wB97M-V/def2-TZVPD) of a structure of composition C21H36P2W at a distorted geometry.

The geometry in XYZ format:
```
60
C21H36P2W | the Open Molecules 2025 dataset | wB97M-V/def2-TZVPD
P 0.65714 1.65021 -1.55174
P -1.69487 0.27071 1.41365
C 1.09343 0.74269 -0.01812
C 0.03245 -0.27880 0.45474
H 1.28835 1.48611 0.77514
H 2.01098 0.15347 -0.16119
H -0.07818 -1.19889 -0.20649
H 0.31209 -0.68263 1.43905
C -1.01139 1.09617 2.87263
H -1.71239 1.78311 3.37298
H -0.09908 1.66629 2.64989
H -0.74089 0.31940 3.60301
C -2.52717 -1.23374 1.89173
H -2.00658 -1.62599 2.78541
H -2.46388 -1.97909 1.08708
H -3.58787 -1.05265 2.12903
C 1.90834 2.87299 -1.94194
H 1.53275 3.60608 -2.67727
H 2.78773 2.35302 -2.37281
H 2.21338 3.39757 -1.02051
C 0.64944 0.52226 -2.98830
H -0.18903 -0.21906 -2.98508
H 1.60584 -0.02165 -2.95412
H 0.59534 1.10548 -3.92034
W -1.29926 0.49646 -0.96681
C 1.25300 -3.00262 0.53305
C 1.84437 -2.23888 1.47329
C 3.31438 -2.00142 1.60400
C 4.14593 -1.87760 0.28106
C 3.45450 -1.22230 -0.87016
C 2.64218 -1.85958 -1.72420
C 2.42211 -3.33514 -1.71174
C 2.04268 -3.92990 -0.32946
C -1.50807 2.53505 -1.76599
H 0.17284 -3.11510 0.46401
H 1.29545 -1.91488 2.36027
H 3.77536 -2.80664 2.20819
H 3.49567 -1.07792 2.18689
H 5.03533 -1.27938 0.54305
H 4.52784 -2.87462 0.01110
H 3.84921 -0.22372 -1.09629
H 2.32615 -1.41181 -2.65664
H 3.32760 -3.85792 -2.07800
H 1.62123 -3.59739 -2.42246
H 1.45748 -4.84813 -0.51400
H 2.96870 -4.22965 0.18831
H -2.55447 2.17210 -1.92524
H -1.14215 2.87320 -2.74968
H -1.52643 3.37394 -1.05096
C -5.29177 2.78252 1.10336
C -4.03270 3.31669 1.41696
C -2.87192 2.63946 1.06572
C -2.92389 1.33174 0.40377
C -4.24386 0.90624 -0.04657
C -5.38491 1.61016 0.34089
H -6.19216 3.27879 1.46958
H -3.94899 4.25768 1.96894
H -1.90584 3.08971 1.31468
H -4.34717 0.06721 -0.74969
H -6.37438 1.24058 0.04431
```

Summary:
Charge: +2
2S+1: 3
HOMO-LUMO gap (spin up / spin down) (eV): 5.5 / 6.0
E_LUMO (spin up / spin down) (Ha): -0.2578 / -0.2633
Energy (eV): -42738.3417
ΔE to the lowest compared entry with this formula, charge and spin (kJ/mol): 299.1

Atom charges from the natural (NBO) analysis, given in e for atoms 1 to 5: 1.30, 1.44, -0.79, -0.71, 0.26